Run w
The following is a DFT calculation (ωB97M-V/def2-TZVPD) of a cluster of 4 separate species, C3H12O4 in total.

XYZ file:
```
19
C3H12O4 ωB97M-V/def2-TZVPD
C 0.57 0.25 2.75
C 1.40 -0.15 1.80
C 1.29 0.27 0.36
O 0.85 -0.92 -0.35
H 0.75 0.08 3.80
H -0.27 0.90 2.54
H 2.12 -0.96 1.92
H 0.60 1.10 0.23
H 2.32 0.45 0.04
H 0.98 -0.68 -1.29
O -1.80 -1.59 -0.49
H -2.03 -1.99 0.35
H -0.90 -1.19 -0.36
O -2.87 2.74 -0.46
H -1.94 2.64 -0.47
H -3.25 1.87 -0.26
O 1.02 -0.80 -3.14
H 0.62 -1.68 -3.16
H 0.53 -0.34 -3.82
```

Properties
Total charge: 0
M, Da: 112.12
Kohn-Sham gap, eV: 10.5702
Highest occupied orbital energy, eV: -10.14
SMILES string: C=CCO.O.O.O

---

Run x
The following is a DFT calculation (ωB97M-V/def2-TZVPD) of a cluster of 4 separate species, C3H12O4 in total.

XYZ file:
```
19
C3H12O4 ωB97M-V/def2-TZVPD
C -0.32 1.39 1.11
C -1.24 0.45 0.74
C -1.22 -0.90 1.50
O -0.09 -1.68 0.84
H 0.20 2.04 0.31
H 0.20 1.46 2.06
H -2.02 0.81 0.11
H -1.02 -1.08 2.57
H -2.22 -1.37 1.39
H -0.49 -2.45 0.31
O -1.13 -0.49 -2.13
H -1.03 0.46 -2.18
H -1.29 -0.58 -1.14
O 1.16 1.33 -2.34
H 1.79 0.96 -1.68
H 1.16 0.66 -3.01
O 2.55 -0.02 0.28
H 1.80 -0.29 0.78
H 3.21 -0.69 0.50
```

Properties
Total charge: 0
M, Da: 112.12
Kohn-Sham gap, eV: 10.1541
Highest occupied orbital energy, eV: -9.70
SMILES string: C=CCO.O.O.O

---

Which of them is the least stable? Correct choice: run x.